1.
Here is 10 unconnected molecules or ions with the total composition C13H19Cl27NP2 at a distorted geometry from the OMol25 dataset. Energies are from ωB97M-V/def2-TZVPD.

Summary:
HOMO-LUMO gap	9.0	eV
energy above the lowest of the compared OMol25 structures with the same formula, charge and spin	15.5	kcal per mole
E_LUMO	-3.36	eV
HOMO level	-12.374	eV
DFT total energy	-371949.874	eV

Structure (ORCA input):
```
! RIJCOSX wB97M-V def2-TZVPD def2/J DEFGRID3
* xyz 1 1
C -0.159 4.047 0.025
C -0.485 3.447 -0.912
C -0.918 2.626 -2.066
P -1.639 1.050 -1.434
C -3.334 0.690 -2.056
P -0.350 -0.702 -1.757
N 1.075 -0.512 -1.111
H -0.037 4.289 1.056
H -1.641 3.206 -2.661
H -0.055 2.425 -2.722
H -1.759 1.186 -0.030
H -3.373 -0.014 -2.893
H -3.818 1.654 -2.277
H -3.890 0.262 -1.205
H -0.976 -1.818 -1.135
H -0.208 -0.957 -3.151
H 1.178 0.404 -0.669
C 1.625 -3.598 -3.818
Cl 1.459 -5.313 -4.188
Cl 1.114 -3.269 -2.150
Cl 3.285 -3.063 -4.067
H 0.983 -3.041 -4.490
C 1.544 -4.814 1.750
Cl 1.016 -3.445 0.761
Cl 3.116 -4.489 2.459
Cl 0.348 -5.177 2.995
H 1.636 -5.680 1.104
C 2.946 6.727 0.635
Cl 1.796 5.377 0.753
Cl 3.902 6.589 -0.840
Cl 2.098 8.272 0.689
H 3.619 6.678 1.484
C -3.108 -6.445 1.353
Cl -3.920 -4.949 0.870
Cl -4.182 -7.827 1.152
Cl -1.621 -6.669 0.430
H -2.848 -6.365 2.401
C 5.693 -5.973 -0.392
Cl 5.537 -7.170 0.896
Cl 4.288 -4.901 -0.418
Cl 7.179 -5.041 -0.201
H 5.739 -6.496 -1.339
C -6.972 3.045 -3.053
Cl -5.749 3.770 -1.996
Cl -6.294 1.644 -3.889
Cl -8.400 2.591 -2.132
H -7.263 3.780 -3.795
C 3.734 1.774 0.830
Cl 3.758 0.891 2.357
Cl 2.165 2.572 0.599
Cl 5.036 2.966 0.786
H 3.885 1.073 0.017
C 3.415 -0.431 6.308
Cl 2.383 -1.854 6.452
Cl 4.397 -0.517 4.842
Cl 2.446 1.045 6.319
H 4.081 -0.407 7.162
C -4.761 5.440 1.205
Cl -3.463 4.695 0.253
Cl -5.818 4.201 1.883
Cl -4.087 6.453 2.477
H -5.348 6.066 0.544
*
```

Atom charges from the Löwdin analysis, given in e for atoms 1 to 8:
1 C -0.18
2 C -0.25
3 C -0.30
4 P 0.90
5 C -0.25
6 P 0.51
7 N -0.34
8 H 0.00

2.
Here is C3H11N3 in the gas phase at a distorted geometry from the OMol25 dataset. Energies are from ωB97M-V/def2-TZVPD.

Summary:
HOMO-LUMO gap	9.9	eV
SMILES string	NCCNCN
energy above the lowest of the compared OMol25 structures with the same formula, charge and spin	48.4	kcal per mole
E_LUMO	0.92	eV
HOMO level	-8.936	eV
DFT total energy	-7757.986	eV

Structure (ORCA input):
```
! RIJCOSX wB97M-V def2-TZVPD def2/J DEFGRID3
* xyz 0 1
N 0.017 1.817 -1.478
C -0.874 1.666 -0.309
C -0.324 0.736 0.867
N -0.807 -0.692 0.647
C -0.056 -1.723 -0.070
N 1.347 -2.024 0.494
H 0.524 0.984 -1.734
H 0.978 2.371 -1.164
H -1.809 1.051 -0.590
H -1.098 2.618 0.114
H 0.783 0.957 0.819
H -0.714 1.235 1.810
H -1.026 -0.896 1.635
H 0.009 -1.438 -1.093
H -0.633 -2.616 -0.080
H 1.937 -1.261 0.198
H 1.745 -2.785 -0.064
*
```

Atom charges from the Löwdin analysis, given in e for atoms 1 to 8:
1 N -0.05
2 C -0.30
3 C -0.22
4 N -0.08
5 C -0.27
6 N 0.00
7 H 0.02
8 H 0.13

Copy entry 2 word for word.
Here is C3H11N3 in the gas phase at a distorted geometry from the OMol25 dataset. Energies are from ωB97M-V/def2-TZVPD.

Summary:
HOMO-LUMO gap	9.9	eV
SMILES string	NCCNCN
energy above the lowest of the compared OMol25 structures with the same formula, charge and spin	48.4	kcal per mole
E_LUMO	0.92	eV
HOMO level	-8.936	eV
DFT total energy	-7757.986	eV

Structure (ORCA input):
```
! RIJCOSX wB97M-V def2-TZVPD def2/J DEFGRID3
* xyz 0 1
N 0.017 1.817 -1.478
C -0.874 1.666 -0.309
C -0.324 0.736 0.867
N -0.807 -0.692 0.647
C -0.056 -1.723 -0.070
N 1.347 -2.024 0.494
H 0.524 0.984 -1.734
H 0.978 2.371 -1.164
H -1.809 1.051 -0.590
H -1.098 2.618 0.114
H 0.783 0.957 0.819
H -0.714 1.235 1.810
H -1.026 -0.896 1.635
H 0.009 -1.438 -1.093
H -0.633 -2.616 -0.080
H 1.937 -1.261 0.198
H 1.745 -2.785 -0.064
*
```

Atom charges from the Löwdin analysis, given in e for atoms 1 to 8:
1 N -0.05
2 C -0.30
3 C -0.22
4 N -0.08
5 C -0.27
6 N 0.00
7 H 0.02
8 H 0.13